(w)
This record from the OMol25 dataset describes a cluster of 2 separate species, CH2INO2 in total. The level of theory is ωB97M-V/def2-TZVPD.

## Properties
- total charge = 0

Each line ends with the Mulliken charge.
Cartesian coordinates (Å):
C: -0.25906 0.01198 0.15983  -0.42
N: -1.45294 -0.66692 -0.08384  0.74
O: -1.38717 -1.83938 -0.21823  -0.49
O: -2.40689 0.09261 -0.37036  -0.48
I: -5.41477 0.05697 0.00378  0.02
H: -0.14942 0.94474 0.60011  0.36
H: 0.59723 -0.38339 -0.36604  0.28

(x)
This record from the OMol25 dataset describes a cluster of 2 separate species, CH2INO2 in total. The level of theory is ωB97M-V/def2-TZVPD.

## Properties
- total charge = 0

Each line ends with the Mulliken charge.
Cartesian coordinates (Å):
C: 0.90777 -1.08101 -0.26439  0.67
N: 0.46229 -0.69621 -1.30623  -0.50
O: 1.59631 -1.46839 0.57591  -0.40
O: -1.48005 -1.26552 0.74072  -0.62
I: -2.76086 -0.01865 -0.13439  0.25
H: -0.36850 0.01096 -1.47850  0.22
H: -2.11478 -1.62884 1.38676  0.38

Which structure is the least stable? The one labeled (w).

(w)
This record from the OMol25 dataset describes a cluster of 3 separate species, C3H14NO2 in total. The level of theory is ωB97M-V/def2-TZVPD.

## Properties
- total charge = +1

Each line ends with the Mulliken charge.
Cartesian coordinates (Å):
C: 2.01237 1.03904 1.48203  -1.19
C: 0.65786 0.40776 1.57022  -0.35
N: -0.00478 0.35290 0.23102  -0.04
C: -1.46948 0.00430 0.27209  -0.75
H: 1.97201 2.01664 1.01460  0.36
H: 2.41311 1.19677 2.48729  0.36
H: 2.72625 0.42960 0.92544  0.32
H: 0.68261 -0.62144 1.93857  0.33
H: 0.00687 0.95267 2.25964  0.39
H: 0.48835 -0.36650 -0.32454  0.26
H: 0.01805 1.24348 -0.26390  0.40
H: -1.59930 -1.05171 0.01473  0.27
H: -2.00531 0.59693 -0.47242  0.33
H: -1.87176 0.28982 1.24741  0.32
H: -2.29493 0.63293 -3.24052  0.32
H: -3.49964 -0.17268 -3.55610  0.33
O: -2.61722 -0.27318 -3.16256  -0.64
H: 1.15384 -2.58174 -0.16773  0.32
H: 1.99344 -2.18976 -1.39229  0.31
O: 1.23768 -1.90585 -0.86296  -0.66

(x)
This record from the OMol25 dataset describes a cluster of 3 separate species, C3H14NO2 in total. The level of theory is ωB97M-V/def2-TZVPD.

## Properties
- total charge = +1

Each line ends with the Mulliken charge.
Cartesian coordinates (Å):
C: -0.07525 -1.24512 0.21682  -0.54
C: 0.58710 -1.15524 1.51760  -0.32
C: -0.04214 -0.31168 2.59500  -1.14
N: -0.08691 -0.04737 -0.66927  -0.28
H: 0.27206 -2.10057 -0.33666  0.31
H: -1.18550 -1.56843 0.48294  0.31
H: 1.62934 -0.74603 1.31117  0.26
H: 0.54429 -2.15849 1.97265  0.28
H: 0.51980 -0.27050 3.52054  0.33
H: -0.35981 0.62575 2.26532  0.36
H: -0.96117 -0.92074 2.87501  0.30
H: -0.10780 0.89119 -0.20893  0.34
H: 0.72802 -0.06081 -1.38988  0.41
H: -0.94680 -0.05334 -1.22246  0.42
H: -1.83185 1.30409 -3.02991  0.31
H: -2.79966 1.98273 -2.04572  0.30
O: -2.02482 1.40626 -2.10329  -0.63
H: 2.38588 0.87318 -2.35344  0.31
H: 1.97047 2.28264 -1.68427  0.31
O: 1.78476 1.27247 -1.71323  -0.64

Which structure is the least stable? The one labeled (x).

(w)
This record from the OMol25 dataset describes a structure of composition C23H34N4O3. The level of theory is ωB97M-V/def2-TZVPD.

## Properties
- total charge = 0

Each line ends with the Mulliken charge.
Cartesian coordinates (Å):
C: 6.19263 -2.03596 3.51347  -1.38
H: 6.37856 -1.63600 4.37800  0.56
C: 4.81769 -1.33941 2.89639  -0.45
C: 4.63201 -1.77462 1.43082  -0.55
C: 4.36841 -3.33912 1.08529  -0.92
C: 3.15531 -3.69315 2.04201  -1.59
N: 2.05908 -2.86288 1.68174  0.04
C: 1.31078 -3.39043 0.34595  0.24
O: 1.79057 -4.25650 -0.32785  -0.56
N: 0.27138 -2.50816 -0.06942  -0.13
C: -0.43112 -1.60141 0.90445  0.53
C: -1.45133 -0.98157 0.31133  -0.18
C: -1.91138 0.11893 0.84464  0.55
C: -1.56221 0.43895 2.38491  -1.32
C: -0.43194 -0.39331 2.71764  0.29
C: 0.28896 -1.20802 2.08690  0.14
C: 1.44689 -1.93438 2.41068  0.48
O: 1.89726 -1.81044 3.63955  -0.79
H: -0.16596 -0.11798 3.75694  0.38
H: -1.96356 1.23389 3.02774  0.40
C: -3.16514 0.87166 0.54884  0.33
O: -3.95451 1.43154 1.56045  -0.75
N: -3.29207 1.17457 -0.65221  0.19
H: -2.34739 1.09071 -1.16237  -0.01
C: -4.30977 1.88996 -1.39020  -1.45
H: -4.73365 1.66118 -2.21724  0.74
H: -4.70265 2.49091 -0.74603  0.53
C: -3.42803 3.26242 -1.82780  -1.35
N: -1.95266 2.84817 -2.44842  0.53
C: -0.81854 3.44716 -1.94654  -0.73
C: 0.26486 2.48233 -2.33952  -0.58
C: 0.46699 2.35554 -3.96696  -0.65
C: -0.88944 1.96107 -4.43147  -0.85
H: -0.72016 1.92513 -5.62931  0.30
H: -0.91464 0.90109 -4.14027  0.25
C: -2.21547 2.77466 -3.85292  0.28
C: -3.38693 1.98623 -4.65319  -1.95
H: -3.37543 1.31288 -3.98397  0.75
H: -3.23494 2.02063 -5.58324  0.57
H: -4.20110 2.67139 -4.14321  0.26
H: -1.92808 3.96534 -4.41674  0.21
H: 0.77246 3.55242 -4.05866  0.23
H: 1.39016 1.78975 -4.15225  0.39
H: 1.41198 2.99048 -2.00701  0.26
H: 0.26186 1.39353 -1.92857  0.08
H: -1.00364 3.33631 -0.98423  1.00
C: -0.59677 4.96320 -2.31075  -1.52
H: -0.43578 5.18951 -3.41881  0.34
H: 0.11544 5.13106 -1.67406  0.64
H: -1.45585 5.38291 -1.76144  0.31
H: -3.94393 3.88550 -2.58013  0.61
H: -3.07173 3.87917 -1.04989  0.72
H: -2.00862 -1.04026 -0.83570  0.13
H: -0.06648 -2.63744 -0.95720  0.21
H: 3.15735 -3.39887 3.07607  0.77
H: 2.82297 -4.60197 1.98487  0.62
H: 4.19183 -3.51358 0.16764  0.77
H: 5.18886 -3.89879 1.70816  0.23
H: 3.73285 -1.16067 1.21344  0.19
H: 5.50821 -1.24457 0.92924  0.48
H: 4.11379 -1.57562 3.44967  0.36
H: 5.20089 -0.21822 2.95924  0.30
H: 7.00191 -2.05038 2.77348  0.32
H: 6.13851 -3.19007 3.73591  0.22

(x)
This record from the OMol25 dataset describes the molecule C23H34N4O3. The level of theory is ωB97M-V/def2-TZVPD.

## Properties
- total charge = 0

Each line ends with the Mulliken charge.
Cartesian coordinates (Å):
C: -8.64761 -2.24477 -0.14205  -0.83
H: -9.54813 -2.59984 0.35721  0.23
O: -7.94427 -1.50301 0.82047  -0.46
C: -6.75107 -0.93736 0.45544  0.84
C: -6.08581 -0.21591 1.44723  -0.74
C: -4.87741 0.38719 1.18912  -0.29
C: -4.28257 0.30999 -0.07621  -0.02
C: -4.95730 -0.41070 -1.05865  -0.62
C: -6.16916 -1.03161 -0.79926  -0.45
H: -6.64810 -1.57778 -1.59728  0.36
H: -4.55058 -0.49102 -2.05472  0.39
N: -3.02952 0.88643 -0.28204  0.37
C: -2.27601 0.54810 -1.46681  -1.40
C: -0.79542 0.82937 -1.19816  -0.21
N: -0.63292 2.23598 -0.89842  0.10
C: -1.35701 2.55199 0.31744  -0.47
C: -2.83983 2.27837 0.07252  -1.19
H: -3.41430 2.51655 0.96602  0.54
H: -3.18304 2.93018 -0.74893  0.23
H: -1.21376 3.60916 0.55146  0.48
H: -1.01734 1.94310 1.17085  0.24
C: 0.70705 2.76116 -0.98061  -1.20
H: 1.12361 2.45436 -1.94515  0.50
C: 1.69978 2.37901 0.13710  -0.96
N: 2.07612 0.98480 0.11420  0.21
C: 1.73554 0.12736 1.09815  0.14
O: 1.13108 0.46874 2.09431  -0.70
C: 2.22251 -1.31061 0.90919  0.26
H: 1.69341 -1.91896 1.64439  0.55
C: 3.74569 -1.36954 1.12324  -0.98
N: 4.28292 -1.19885 -0.20844  0.07
C: 3.38365 -1.44326 -1.18707  0.46
O: 3.59053 -1.34276 -2.37729  -0.70
C: 2.07229 -1.83510 -0.51849  -0.76
H: 1.99634 -2.92462 -0.52861  0.43
H: 1.21328 -1.43456 -1.05428  0.11
C: 5.62822 -0.75273 -0.48009  -0.12
H: 5.70447 -0.76062 -1.57166  0.44
C: 6.70560 -1.66084 0.14410  -0.72
C: 7.78284 -0.70248 0.64565  -0.69
C: 6.97710 0.49352 1.14369  -0.62
H: 7.58607 1.38706 1.26992  0.41
H: 6.51760 0.25441 2.10437  0.24
C: 5.90719 0.66799 0.06583  -0.63
H: 5.00033 1.13398 0.45036  0.06
H: 6.28944 1.29694 -0.73791  0.36
H: 8.40354 -1.14616 1.42229  0.40
H: 8.42666 -0.39688 -0.18008  0.27
H: 7.08838 -2.38541 -0.57196  0.34
H: 6.28252 -2.20732 0.98714  0.29
H: 4.03441 -2.34324 1.53930  0.46
H: 4.10191 -0.58597 1.79522  0.35
H: 2.52534 0.64797 -0.72269  0.23
H: 2.59958 2.99384 0.02364  0.33
H: 1.26099 2.57102 1.11780  0.63
H: 0.62611 3.85323 -0.98059  0.42
H: -0.20938 0.58097 -2.08646  0.54
H: -0.47987 0.18895 -0.35855  0.00
H: -2.39916 -0.51496 -1.67979  0.56
H: -2.59776 1.13599 -2.34204  0.40
H: -4.37306 0.91189 1.98576  0.43
H: -6.53712 -0.15302 2.42494  0.41
H: -8.06693 -3.10511 -0.49268  0.33
H: -8.93178 -1.62663 -1.00076  0.33

Which structure is the least stable? The one labeled (w).

(w)
This record from the OMol25 dataset describes the molecule CH4IN3. The level of theory is ωB97M-V/def2-TZVPD.

## Properties
- total charge = 0

Each line ends with the Mulliken charge.
Cartesian coordinates (Å):
C: 0.02860 -0.61455 0.35200  -0.34
N: -1.74525 1.05304 0.16734  -0.51
N: -0.59812 0.89219 -0.21001  0.07
N: 1.21948 -0.93012 -0.30972  -0.57
I: 2.72537 0.46628 -0.09066  0.12
H: 0.17935 -0.44829 1.41643  0.31
H: -0.75523 -1.33861 0.15023  0.35
H: -2.11749 1.95400 -0.16632  0.23
H: 1.06329 -1.03395 -1.30930  0.33

(x)
This record from the OMol25 dataset describes the molecule CH4IN3. The level of theory is ωB97M-V/def2-TZVPD.

## Properties
- total charge = 0

Each line ends with the Mulliken charge.
Cartesian coordinates (Å):
C: -1.59166 -0.46559 0.03734  -0.56
N: -0.46337 0.28454 0.21438  -0.25
N: 0.64107 -0.16342 -0.18276  0.01
N: 1.82582 0.74180 0.22259  -0.42
I: 3.49870 -0.21267 -0.41793  0.14
H: -2.11669 -0.36844 1.03353  0.21
H: -1.27084 -1.49843 -0.23943  0.38
H: -2.30374 0.02687 -0.65167  0.22
H: 1.78070 1.65535 -0.01604  0.28

Which structure is the least stable? The one labeled (x).

(w)
This record from the OMol25 dataset describes the molecule C3H5N3S2. The level of theory is ωB97M-V/def2-TZVPD.

## Properties
- total charge = 0

Each line ends with the Mulliken charge.
Cartesian coordinates (Å):
C: -0.55846 -0.85936 0.14614  0.61
C: 0.22701 0.22491 -0.58173  -0.46
C: 0.43041 0.22634 1.69513  0.01
H: -2.29372 -2.78614 -2.11737  0.17
H: -0.44379 0.89548 -1.16357  0.34
H: 0.98242 -0.20462 -1.24031  0.34
H: 1.15230 3.19784 0.44107  0.14
H: 0.81268 0.55069 2.66227  0.42
N: -1.31785 -1.76373 -0.36373  -0.53
N: 0.82735 0.90281 0.55986  -0.11
N: -0.35022 -0.77292 1.53063  -0.58
S: -1.45217 -1.73597 -2.05886  -0.18
S: 1.98404 2.12468 0.49048  -0.16

(x)
This record from the OMol25 dataset describes a structure of composition C3H5N3S2. The level of theory is ωB97M-V/def2-TZVPD.

## Properties
- total charge = 0

Each line ends with the Mulliken charge.
Cartesian coordinates (Å):
C: -0.61871 1.00850 0.27188  0.36
C: -0.72284 -0.42349 0.17256  0.18
C: 1.76219 -0.82218 0.50207  -0.30
H: -1.68236 1.01879 -1.91968  0.28
H: -1.55983 2.68261 -1.07538  0.28
H: 0.31850 1.34015 1.90070  0.28
H: 0.38862 -2.12282 0.57951  0.28
H: 2.28218 -1.35795 1.42003  0.30
N: -1.52808 1.58101 -0.73039  -0.60
N: -0.33353 1.88982 1.20116  -0.61
N: 0.46368 -1.12438 0.49650  -0.11
S: -2.21028 -1.14203 -0.21269  -0.17
S: 2.67994 0.10684 -0.62200  -0.17

(y)
This record from the OMol25 dataset describes the molecule C3H5N3S2. The level of theory is ωB97M-V/def2-TZVPD.

## Properties
- total charge = 0

Each line ends with the Mulliken charge.
Cartesian coordinates (Å):
C: -0.39123 1.81805 0.42851  0.26
C: -1.28704 -1.17697 0.61786  -0.16
C: 1.47982 0.36072 -0.25937  -0.16
H: 0.44744 2.69375 -1.01966  0.21
H: -1.13110 1.81818 1.26276  0.36
H: 0.42134 -0.93137 1.69904  0.26
H: -1.46492 -2.05335 1.24794  0.32
H: 1.85932 1.27587 -0.74119  0.19
N: -0.23228 2.83359 -0.29344  -0.63
N: 0.30242 0.57619 0.37408  0.28
N: -0.24459 -0.45778 1.11633  -0.42
S: -2.19675 -0.81844 -0.68165  -0.24
S: 2.33924 -1.02392 -0.29020  -0.26

Which structure is the least stable? The one labeled (x).

(w)
This record from the OMol25 dataset describes the molecule C3H5N3S2. The level of theory is ωB97M-V/def2-TZVPD.

## Properties
- total charge = 0

Each line ends with the Mulliken charge.
Cartesian coordinates (Å):
C: 0.10112 -0.83360 -0.62696  0.62
C: -0.54163 0.36623 0.08881  -0.46
C: 1.72600 0.26550 0.23910  -0.01
H: -2.30429 -2.78668 -2.07866  0.17
H: -1.26438 0.01323 0.86863  0.34
H: -1.07558 1.00633 -0.62890  0.34
H: 0.48468 2.08069 2.68228  0.14
H: 2.70198 0.61316 0.51264  0.44
N: -0.47143 -1.77523 -1.27065  -0.53
N: 0.64409 1.00448 0.63931  -0.11
N: 1.49496 -0.77678 -0.47477  -0.59
S: -2.17796 -1.67269 -1.36422  -0.18
S: 0.68244 2.49536 1.41338  -0.16

(x)
This record from the OMol25 dataset describes the molecule C3H5N3S2. The level of theory is ωB97M-V/def2-TZVPD.

## Properties
- total charge = 0

Each line ends with the Mulliken charge.
Cartesian coordinates (Å):
C: -0.66990 -0.94970 0.06459  0.20
C: 0.18510 1.33760 -0.21742  0.25
C: 2.15863 0.37838 0.88974  -0.26
H: -2.42283 0.23547 -1.90444  0.16
H: 0.31352 -1.16755 0.42543  0.11
H: -1.30104 -2.72541 0.17281  0.26
H: -0.09890 2.27676 -0.69547  0.37
H: 2.30754 0.57389 1.93295  0.32
N: -0.83502 0.41101 -0.26594  -0.14
N: -1.61202 -1.77486 -0.08686  -0.57
N: 1.32757 1.24924 0.31103  -0.31
S: -2.38375 0.95889 -0.78182  -0.14
S: 3.03110 -0.80372 0.15539  -0.25

Which structure is the least stable? The one labeled (x).